(1)
The following is a DFT calculation (the ωB97M-V functional and the def2-TZVPD basis) of 15 unconnected molecules or ions with the total composition C3H35O15 in a non-equilibrium geometry.

The geometry in XYZ format:
```
53
Properties=species:S:1:pos:R:3:forces:R:3:nbo_charge:R:1
O -0.2799 2.8903 1.0517 -1.1 3.2 0.0 -0.98
O -1.6090 -4.1531 -0.4990 0.7 -0.7 -0.9 -0.95
O -2.8199 0.9131 1.9933 1.1 1.7 -0.1 -1.00
O 2.9655 -2.0500 -1.4860 -0.8 -2.6 -0.8 -0.98
O -2.6775 2.6082 4.0300 -1.5 -0.7 -0.7 -0.98
O -0.6770 1.9069 -1.6831 -0.4 1.1 -0.7 -1.00
O 1.9903 2.3335 -1.7566 1.3 0.1 -0.7 -0.97
O -2.8938 -2.0362 0.7862 -1.2 -0.3 2.1 -0.96
O 0.6993 -3.3771 -2.1275 -1.1 -0.9 -2.5 -0.97
O 1.9311 2.2332 2.6507 1.8 1.9 -0.8 -0.94
O -3.7126 1.0838 -0.6536 0.3 -0.2 0.6 -0.97
O -0.7777 -1.0251 -2.2712 -0.8 0.8 -0.4 -0.98
O -1.0707 0.0947 0.2890 -1.0 0.3 0.4 -1.01
O 4.1893 0.6793 -2.0436 -0.4 -0.7 -0.3 -0.99
O 1.3793 -0.1706 -3.3773 0.6 0.7 -1.2 -1.00
C -0.1737 -0.6508 2.4003 -0.3 0.3 -0.9 -0.66
C -0.0446 -0.6261 0.8905 -0.2 0.9 -1.7 0.09
C 1.2139 0.0048 0.3294 1.9 -1.7 -1.0 -0.66
H -0.6309 -0.5540 -1.4254 -0.5 -0.7 0.1 0.50
H 1.3918 -2.9444 -1.6774 1.6 1.1 1.3 0.50
H 1.0462 2.2009 -1.8324 -1.4 -0.4 -0.6 0.52
H 0.5032 -0.4464 -3.0644 -0.3 -0.1 0.3 0.49
H 2.0428 2.6028 -0.8590 0.3 0.6 1.3 0.45
H -1.3604 2.5553 -1.4021 0.7 -0.8 -0.1 0.49
H 2.0889 -0.5952 0.6642 0.0 0.5 0.1 0.19
H -1.8227 2.8377 4.3062 1.8 0.6 0.6 0.45
H 3.3524 -2.4531 -2.2879 0.1 0.6 0.7 0.48
H -3.2451 -1.6640 1.6473 0.7 -0.7 -1.7 0.45
H -3.6468 0.7157 -1.5317 0.2 -0.2 -0.3 0.46
H 0.7078 -1.1256 2.7871 0.6 0.1 0.7 0.21
H -3.0452 0.5951 -0.1145 -0.6 0.6 -0.6 0.50
H 1.2639 -0.0960 -0.7923 -0.3 0.0 1.1 0.23
H -0.3438 0.4248 2.7043 0.2 -1.4 0.3 0.20
H -0.1484 -1.6349 0.4578 0.7 -0.4 0.5 0.14
H 3.3851 1.2283 -1.9806 -0.6 0.1 -0.4 0.52
H -2.5473 2.0360 3.2282 -0.4 0.4 0.4 0.50
H -1.0066 -1.3387 2.5949 0.0 0.6 0.5 0.22
H -1.4991 -3.5380 0.1996 -0.9 0.9 1.6 0.47
H 1.3911 1.0668 0.4579 -0.3 0.0 0.6 0.20
H 2.0440 -0.6625 -2.9130 0.2 -0.3 0.4 0.45
H -3.4521 0.3096 2.3173 -0.7 -1.2 0.4 0.47
H -0.6874 1.1878 -1.0321 -0.6 0.0 0.7 0.50
H 4.7477 1.0779 -1.3966 0.8 0.3 0.7 0.46
H -0.4283 -1.9128 -2.2565 0.1 -0.5 0.7 0.48
H -2.3128 -1.3585 0.4364 0.5 1.0 -0.3 0.50
H 1.3155 2.3864 3.3273 -1.4 0.3 1.4 0.47
H -0.8004 -3.9178 -0.9675 0.1 -0.6 -0.8 0.47
H -0.7475 2.0982 0.9367 -0.5 -2.2 -0.4 0.49
H 0.6187 2.7871 1.2677 1.5 -0.7 0.5 0.47
H 3.3819 -1.2365 -1.3180 1.2 2.1 0.0 0.51
H 1.8765 1.3355 2.4392 -0.2 -2.3 -0.5 0.48
H -1.9740 0.5326 1.6271 -1.0 -0.4 -0.5 0.51
H 0.9088 -3.1587 -3.0711 -0.4 -0.4 1.0 0.48
```
Forces are in eV/Å.

Results
Relative energy (zero: lowest compared OMol25 entry of this formula, charge and spin): 0.707 eV
Highest occupied orbital energy: -6.429 eV
Charge: -1
Multiplicity: 1
Gap between HOMO and LUMO: 8.79 eV

(2)
The following is a DFT calculation (the ωB97M-V functional and the def2-TZVPD basis) of 15 unconnected molecules or ions with the total composition C3H35O15 in a non-equilibrium geometry.

The geometry in XYZ format:
```
53
Properties=species:S:1:pos:R:3:forces:R:3:nbo_charge:R:1
O -1.8450 2.4104 -3.6256 -1.4 -0.1 -2.8 -0.96
O 1.3019 -1.0561 -3.7292 1.5 0.1 -2.5 -0.97
O 0.7800 -1.2796 0.7063 -0.7 1.5 -0.3 -1.01
O -1.3680 -2.7075 -3.3257 -0.8 -0.7 -1.9 -0.97
O -0.1121 -3.4105 -0.8551 -0.2 -3.9 -1.4 -0.97
O 2.7326 -2.1768 -1.0615 0.0 0.0 0.0 -1.00
O 0.9549 -3.2802 2.5184 1.0 -0.7 -0.7 -0.97
O -0.9935 0.0038 -4.4340 -0.8 -0.2 -0.2 -0.98
O 0.0559 -0.2081 4.9639 0.1 0.1 0.3 -0.97
O 1.4270 2.8229 1.9182 0.6 0.9 -0.4 -0.98
O -1.2703 3.1087 0.8840 -0.6 0.6 -1.2 -0.98
O 2.0786 0.7606 -0.9804 -0.3 -0.5 0.6 -0.97
O -1.6808 1.9982 4.4537 -0.7 3.7 0.1 -0.94
O 0.0355 3.0230 -1.7331 -0.4 1.3 -0.6 -0.97
O 1.7361 0.2794 2.6176 3.2 1.6 0.3 -1.01
C -0.2930 -0.3448 0.5697 -0.6 -2.6 0.1 0.08
C -0.9182 -0.3124 -0.8336 -0.6 2.7 0.7 -0.64
C -1.4205 -0.7146 1.5866 1.7 1.1 0.9 -0.64
H 0.0732 0.6590 0.6995 0.0 0.6 0.7 0.14
H -0.5374 2.7518 -1.0188 -0.1 0.0 1.1 0.50
H 2.6833 0.3425 2.2263 -2.4 -0.5 1.1 0.49
H 0.4384 2.2454 -2.0797 0.9 -1.2 0.0 0.49
H -1.4476 1.1400 4.6157 0.9 -4.1 0.2 0.48
H 1.3471 -0.4482 2.1345 -0.5 -1.5 -1.6 0.52
H 0.4884 -0.6414 -3.9772 -0.6 -0.1 0.5 0.46
H 0.5816 -0.0704 5.7592 -0.1 -0.1 0.0 0.47
H -1.6773 2.3130 1.2134 0.2 -0.3 0.7 0.48
H -2.2670 -0.1170 1.4382 -1.4 1.5 -0.2 0.18
H -0.8362 -3.5782 -1.4809 0.5 0.6 0.2 0.48
H 1.3416 1.8636 1.9511 -0.2 -0.6 0.5 0.50
H -1.5127 -3.2934 -4.1379 0.4 1.5 1.7 0.47
H -1.0714 -0.5047 2.6161 -0.2 -0.3 -0.3 0.19
H -1.4682 0.7440 -4.0210 -0.3 0.3 0.2 0.51
H 2.8913 -3.1303 -1.0611 -0.4 0.3 0.1 0.47
H -1.8722 -1.6838 1.5632 0.6 -1.1 -0.4 0.22
H -0.1637 -2.5607 -0.5303 -0.2 2.9 1.3 0.48
H -1.4734 -1.7800 -3.6384 0.3 -0.9 0.0 0.50
H -1.3810 2.9664 -4.2796 -0.4 -0.3 0.6 0.47
H 0.6401 0.1267 4.2674 0.2 -0.1 -0.4 0.51
H 1.9051 -2.0168 -0.5451 0.5 -0.3 0.1 0.51
H -1.9360 -0.6332 -0.8461 -0.6 -1.0 -0.1 0.20
H -0.3467 0.4684 -4.9543 0.4 0.2 -0.6 0.47
H 1.7617 0.0136 -0.4013 0.3 0.1 -0.6 0.50
H 0.4672 -3.1032 3.2850 -1.1 0.0 2.0 0.44
H 2.3256 2.9450 1.5721 -0.5 0.2 0.2 0.46
H -1.3632 2.5162 -2.8401 1.4 0.7 2.1 0.49
H 1.2861 -1.2353 -2.8248 0.2 -0.6 2.3 0.48
H -0.5262 3.3861 1.4209 0.3 -0.5 0.4 0.51
H -1.0680 0.7790 -1.0921 0.4 -1.0 0.0 0.17
H 0.7914 -2.4678 2.0269 0.1 0.4 -1.4 0.50
H -0.3115 -0.7515 -1.5691 0.6 -0.6 -1.0 0.22
H 2.2337 1.4423 -0.3249 0.0 0.4 0.0 0.45
H -1.1966 2.3967 5.1930 -0.3 0.5 -0.4 0.45
```
Forces are in eV/Å.

Results
Relative energy (zero: lowest compared OMol25 entry of this formula, charge and spin): 1.205 eV
Highest occupied orbital energy: -5.699 eV
Charge: -1
Multiplicity: 1
Gap between HOMO and LUMO: 8.22 eV

(3)
The following is a DFT calculation (the ωB97M-V functional and the def2-TZVPD basis) of 15 unconnected molecules or ions with the total composition C3H36NO16S in a non-equilibrium geometry.

The geometry in XYZ format:
```
57
Properties=species:S:1:pos:R:3:forces:R:3:mulliken_spin:R:1
S 3.1635 2.8578 -2.6241 0.3 -0.2 -0.4 0.00
O -1.8351 1.0498 0.1674 -0.8 -1.0 0.8 0.00
O -4.0428 -2.5128 1.1250 -0.9 1.0 -0.1 0.00
O -4.1916 2.5796 -0.6891 -0.2 0.0 -0.1 0.00
O -2.4053 0.0692 3.1000 0.2 -0.3 -0.1 0.00
O -4.4754 -0.1714 -0.7611 1.6 2.1 -0.4 0.00
O -0.3477 -1.2590 -0.0130 -0.5 0.1 0.0 0.04
O 2.4658 1.9991 1.5939 0.3 0.4 -0.4 -0.03
O 1.2974 -2.1424 1.7594 -0.2 -0.1 1.2 0.02
O -0.1390 -2.3843 -2.3297 -0.2 -0.3 0.1 -0.02
O -0.7594 1.6707 4.8285 0.0 0.5 -0.3 0.00
O 3.1306 -1.6819 -0.1178 0.1 -0.7 1.1 -0.03
O 0.1845 2.1097 -0.7658 -0.8 1.4 0.0 0.00
O 1.1410 0.4294 3.4097 -0.3 0.0 0.1 0.00
O -1.6773 -3.5840 1.5747 0.7 -1.6 0.1 0.00
O 4.8287 -0.8772 -1.5221 1.1 0.2 0.0 -0.11
O 0.8519 1.6830 -4.6373 0.4 -0.3 -0.9 0.01
N 1.3035 0.0752 -1.8010 2.0 -2.8 0.6 0.09
C 3.3380 1.0420 -2.7448 1.2 -0.6 1.3 0.06
C 2.8061 0.2805 -1.4803 -0.1 2.1 -1.1 0.00
C 3.5392 -0.9233 -1.0193 -1.1 0.5 -2.2 1.02
H 5.3182 -1.6942 -1.4006 -0.4 -0.2 0.3 0.04
H 1.9354 0.1022 3.8425 0.0 0.1 0.0 0.00
H -1.7963 -0.6821 3.0668 0.0 0.0 0.1 0.00
H 2.1282 -2.4354 1.3622 0.1 0.2 -0.7 0.02
H -1.6460 0.7038 1.0541 -0.2 0.5 0.0 -0.01
H -4.4121 -0.6534 0.0581 -1.1 -1.5 -0.2 0.00
H -0.7588 -3.8211 1.4100 0.9 1.3 -0.2 0.00
H -3.3038 -2.3938 1.7231 0.3 -0.5 -0.1 0.00
H -0.6561 2.3705 -0.3332 0.7 -0.4 0.0 0.01
H 0.7970 0.1599 -0.9246 -0.7 1.0 -0.5 0.02
H 3.1145 2.2003 2.2711 0.1 0.0 0.1 0.00
H 1.2068 0.9073 -5.0985 -0.4 -0.3 0.3 0.00
H -4.3489 1.6302 -0.8316 0.1 0.2 0.1 0.00
H -1.0057 -0.5474 -0.0701 0.1 -0.1 0.1 0.00
H 0.7327 1.0883 4.0074 0.1 -0.5 0.1 0.00
H -1.1833 1.2433 4.0682 -0.4 -0.2 0.1 0.00
H -3.0676 -0.1868 3.7523 0.0 0.1 0.0 0.00
H 1.4997 -1.2180 1.9638 0.1 -0.1 0.1 -0.01
H -5.0495 -0.2804 -1.5129 -0.5 -1.2 0.6 0.00
H 1.1403 -0.9304 -1.9993 0.3 0.1 -0.4 -0.06
H 1.3161 2.3511 -5.1635 -0.2 0.4 0.4 0.00
H -2.7203 0.6970 -0.0169 0.0 0.4 -0.2 0.01
H 1.6351 1.9537 2.0701 -0.1 -0.3 0.0 0.01
H -1.9016 -4.5197 1.6946 -1.1 0.2 0.3 0.00
H -4.2452 -3.4459 1.0601 0.2 -0.1 0.1 0.00
H -4.9465 2.8501 -0.1588 0.0 0.1 0.0 0.00
H -0.3870 -2.3646 -1.3784 0.2 0.2 -0.4 0.00
H -0.0240 -1.4173 0.8934 0.1 -0.2 -0.4 0.00
H 1.1200 0.5855 -2.6559 -0.9 0.6 0.5 -0.03
H 2.7996 1.1656 -0.8172 -0.4 -0.7 0.9 0.00
H 4.4180 1.0127 -2.6176 0.1 -0.3 -0.4 -0.06
H -0.0245 2.3909 -1.6658 0.4 0.0 -0.1 0.00
H -0.8864 2.6077 4.6356 0.0 0.0 0.3 0.00
H -0.0163 -3.3087 -2.5623 0.1 0.0 0.0 0.00
H 1.9587 3.0708 -3.1241 -0.5 -0.1 0.0 0.00
H 3.0832 0.4986 -3.6555 0.0 0.5 -0.2 0.01
```
Forces are in eV/Å.

Results
Highest occupied orbital energy (spin up / spin down): -2.974 / -8.141 eV
⟨S²⟩: 0.75
Multiplicity: 2
Gap between HOMO and LUMO (spin up / spin down): 2.80 / 7.95 eV

(4)
The following is a DFT calculation (the ωB97M-V functional and the def2-TZVPD basis) of 14 unconnected molecules or ions with the total composition C3H37N2O13S in a non-equilibrium geometry.

The geometry in XYZ format:
```
56
Properties=species:S:1:pos:R:3:forces:R:3:nbo_charge:R:1
S -0.7926 -1.8207 -5.4069 -0.3 0.6 -0.6 -0.04
O -2.9994 0.3616 2.4035 -0.7 1.0 -1.5 -0.98
O -0.8895 1.5867 -2.1340 -0.3 0.9 1.1 -0.99
O 2.1674 -2.0875 0.8941 -0.5 -0.5 0.7 -1.03
O -0.6234 -0.3737 0.5565 3.5 0.3 1.9 -0.98
O -1.4079 -1.0276 4.2615 0.5 0.0 -0.7 -0.94
O -1.2840 3.1158 4.3154 -2.0 -0.2 1.7 -1.00
O 2.9670 1.0616 -1.9784 -1.7 2.6 -2.3 -0.99
O 0.9198 3.3228 2.7745 2.3 -0.1 0.5 -1.00
O 0.9325 1.8120 0.1305 -0.8 0.2 1.7 -1.02
O 1.3361 -1.6266 3.3502 -0.8 3.6 1.5 -0.99
O 4.1641 -0.6783 -0.1147 7.0 4.8 -5.4 -0.99
O -1.8244 2.5133 0.6287 -1.0 2.0 -0.4 -0.97
O -3.3721 -0.0984 -1.2101 1.6 -2.2 2.6 -0.91
N -0.8917 -2.4547 -0.8526 -3.2 -1.4 -5.5 -0.88
N 0.9304 -0.5397 -1.7942 -1.1 -0.6 0.4 -0.80
C 0.0326 -1.3839 -2.7500 -2.7 2.1 -1.7 -0.06
C 0.5341 -1.4291 -4.1872 -0.6 2.3 -0.5 -0.54
C -0.5476 -2.7175 -2.2853 3.0 0.7 4.4 -0.23
H 3.5558 -1.0700 0.3423 -5.4 -4.6 4.5 0.49
H -2.7673 -0.7413 -0.6581 -2.4 1.4 -1.5 0.44
H -2.7715 -0.0258 -1.9347 0.5 0.6 -1.3 0.47
H 1.7497 3.4168 3.3555 -2.1 -0.1 -1.3 0.49
H -2.3821 0.7413 1.7210 -1.0 -0.2 1.0 0.49
H 3.7130 0.8896 -1.4718 2.5 -1.0 1.8 0.51
H -3.8957 0.7075 2.1248 1.5 -0.7 0.4 0.49
H 2.7193 -2.7569 1.4002 -1.6 1.3 -0.6 0.50
H 0.8554 -0.3655 -4.4734 -0.8 -1.3 0.2 0.24
H -2.3663 3.3595 0.4888 0.9 -1.9 0.3 0.50
H -1.5178 2.3358 -2.2618 0.7 -0.9 0.0 0.50
H 1.8559 1.6071 -0.0811 0.0 0.2 0.3 0.52
H -0.9255 2.8566 0.6693 0.1 0.2 0.1 0.48
H -1.6329 -2.7857 -4.9436 0.9 0.2 0.5 0.14
H -1.4842 -0.2781 0.2499 -2.0 0.8 -0.9 0.48
H -0.3628 -2.2679 -0.1283 3.8 0.5 3.6 0.38
H -1.1127 -0.1175 4.1245 -0.4 0.1 0.3 0.47
H -0.0977 0.4642 0.5442 -0.9 -0.3 -0.1 0.50
H -1.4859 -2.9458 -2.7235 -0.3 -0.3 -0.9 0.23
H 1.3911 -1.7862 1.4775 2.1 -0.9 -0.3 0.52
H -0.9686 -0.7252 -2.8219 2.5 -1.1 0.2 0.23
H 1.3626 -1.9992 -4.5110 1.0 -1.1 0.6 0.24
H 1.9542 -0.6896 -1.8706 -0.7 -0.5 0.2 0.46
H -0.6541 1.6593 -1.1675 -0.4 0.1 -1.4 0.50
H 1.9439 -0.9069 3.8195 -2.1 -2.3 -1.5 0.48
H 0.3679 -1.2269 3.4175 2.5 -1.4 0.4 0.50
H 0.2498 -3.5037 -2.3214 -1.0 0.2 -0.4 0.20
H 0.8036 2.0609 1.1043 1.2 0.0 -1.4 0.53
H -1.7937 -2.6910 -0.5762 -1.5 -0.8 0.3 0.37
H 0.1891 3.7593 3.2281 -0.1 -0.2 0.4 0.51
H -1.2040 3.1183 5.3495 -0.9 0.0 -3.1 0.51
H -2.2628 3.0076 4.0023 2.6 0.2 1.5 0.51
H -1.9839 -1.1695 3.4893 -0.1 0.2 0.4 0.50
H 0.8791 0.5201 -2.0779 -0.6 -2.5 0.9 0.49
H 5.0288 -1.1185 -0.2760 -1.5 0.1 0.7 0.50
H 3.1780 1.9141 -2.4517 -0.4 -1.3 0.6 0.50
H 0.5214 -0.7827 -0.7595 1.0 1.3 -2.6 0.49
```
Forces are in eV/Å.

Results
Relative energy (zero: lowest compared OMol25 entry of this formula, charge and spin): 5.780 eV
Highest occupied orbital energy: -11.829 eV
Charge: +1
Multiplicity: 1
Gap between HOMO and LUMO: 9.17 eV

Number 1: total energy -1263.9559 Eh. Number 2: total energy -1263.9376 Eh. Number 3: total energy -1792.5387 Eh. Number 4: total energy -1621.9793 Eh.